A.
{"formula": "C5H5ClN2O4", "method": "ωB97M-V with the def2-TZVPD basis set", "homo_lumo_gap_ha": [0.30344, 0.30345], "charge": 0, "symbols": ["C", "C", "C", "C", "C", "N", "N", "O", "O", "O", "O", "Cl", "H", "H", "H", "H", "H"], "xyz": [[1.67320, 0.41269, 1.57842], [0.61654, -0.87730, -0.27960], [-2.75986, 0.22942, 0.33561], [-1.70151, -0.50361, -0.46406], [1.83420, -0.38900, 0.43275], [1.52218, 1.10874, 2.47733], [2.55968, 1.13047, -0.88112], [1.77609, 1.96170, -1.13276], [0.60305, -1.80941, -1.03665], [3.66442, 0.85315, -1.14098], [-0.42234, -0.12383, 0.05735], [3.22827, -1.39250, 0.35671], [-2.62988, 1.30298, 0.23188], [-3.74521, -0.05021, -0.02240], [-2.67460, -0.02540, 1.38890], [-1.73901, -0.23790, -1.52691], [-1.80522, -1.58998, -0.37448]], "nbo_charge": [0.21, 0.74, -0.62, -0.07, -0.23, -0.23, 0.60, -0.27, -0.55, -0.26, -0.49, 0.15, 0.22, 0.22, 0.22, 0.19, 0.20]}

B.
{"formula": "C5H5ClN2O4", "method": "ωB97M-V with the def2-TZVPD basis set", "homo_lumo_gap_ha": [0.24922, 0.24957], "charge": 0, "symbols": ["C", "C", "C", "C", "C", "N", "N", "O", "O", "O", "O", "Cl", "H", "H", "H", "H", "H"], "xyz": [[-0.62028, 0.02983, -2.00534], [0.43126, 0.65242, 0.14863], [0.14274, -2.21726, 1.27642], [-0.06397, -0.81637, 1.85462], [-0.10915, 1.14039, -1.21964], [-1.04539, -0.88464, -2.55915], [0.45973, 2.32693, -1.87587], [0.06254, 3.41583, -1.68584], [1.57047, 0.88915, 0.40586], [1.38339, 1.91521, -2.54285], [-0.53348, 0.00608, 0.75043], [-2.26192, 2.54250, -0.30121], [0.96860, -2.10561, 0.33927], [0.62520, -3.02184, 1.88129], [-0.80225, -2.61321, 0.75367], [0.79172, -0.39928, 2.24464], [-0.99922, -0.86011, 2.53505]], "nbo_charge": [0.18, 0.75, -0.65, -0.09, 0.17, -0.15, 0.50, -0.23, -0.52, -0.31, -0.46, -0.30, 0.20, 0.24, 0.23, 0.21, 0.21]}

A wins, 273.2 kJ/mol ahead of the next structure.

A.
{"formula": "C4H12N3", "method": "ωB97M-V with the def2-TZVPD basis set", "homo_lumo_gap_ha": 0.28606, "charge": 1, "symbols": ["C", "C", "C", "N", "H", "H", "H", "H", "H", "H", "H", "N", "C", "N", "H", "H", "H", "H", "H"], "xyz": [[-1.04085, -1.70084, 1.49265], [-1.08239, -0.20441, 1.37496], [-0.03983, 0.56681, 1.66079], [0.03304, 1.97213, 1.47721], [-0.16479, -2.03148, 2.04363], [-1.91951, -2.09870, 1.99536], [-1.01522, -2.15877, 0.50125], [-2.02106, 0.25050, 1.07842], [0.89423, 0.12123, 1.98575], [0.49871, 2.39137, 2.27605], [-0.90105, 2.36612, 1.44845], [1.66357, 0.78497, -1.71163], [0.64300, 0.35770, -2.41162], [0.31739, -0.90149, -2.56076], [2.05075, 0.20035, -0.98361], [1.75400, 1.78477, -1.59414], [0.07957, 1.07188, -2.99314], [-0.52535, -1.14757, -3.05490], [0.77579, -1.62456, -2.02471]], "nbo_charge": [-0.63, -0.27, -0.03, -0.83, 0.22, 0.23, 0.19, 0.20, 0.18, 0.38, 0.37, -0.69, 0.41, -0.69, 0.43, 0.44, 0.23, 0.44, 0.43]}

B.
{"formula": "C4H12N3", "method": "ωB97M-V with the def2-TZVPD basis set", "homo_lumo_gap_ha": 0.17921, "charge": 1, "symbols": ["C", "C", "C", "N", "C", "N", "N", "H", "H", "H", "H", "H", "H", "H", "H", "H", "H", "H", "H"], "xyz": [[-3.20518, 0.63120, 0.64878], [-1.73245, 1.01594, 0.39309], [-0.96061, -0.18050, -0.17462], [-1.76401, -1.09659, -0.72656], [2.86242, -0.45014, -0.60250], [4.13862, -1.09772, -0.41857], [2.29431, 0.55860, -0.11188], [-3.77550, 1.23929, 1.33885], [-3.27444, -0.42412, 0.94592], [-3.62841, 0.67872, -0.35885], [-1.63567, 1.92940, -0.19099], [-1.32805, 1.20053, 1.39665], [-0.22129, 0.19847, -0.95865], [-0.33111, -0.65629, 0.60991], [-1.27418, -1.99758, -0.86555], [4.41771, -1.38686, 0.51198], [4.28359, -0.10739, -0.72180], [2.74781, 0.85873, 0.75646], [2.38644, -0.91369, -1.47168]], "nbo_charge": [-0.60, -0.42, -0.40, 0.01, 0.26, -0.84, -0.68, 0.25, 0.21, 0.23, 0.26, 0.25, 0.45, 0.35, 0.37, 0.40, 0.40, 0.35, 0.15]}

C.
{"formula": "C4H12N3", "method": "ωB97M-V with the def2-TZVPD basis set", "smiles": "C[C@H]([NH3+])N1N[C@@H]1C", "homo_lumo_gap_ha": 0.41601, "charge": 1, "symbols": ["C", "C", "N", "N", "N", "C", "C", "H", "H", "H", "H", "H", "H", "H", "H", "H", "H", "H", "H"], "xyz": [[2.20710, 0.93389, -0.39808], [1.01526, 0.29767, 0.30807], [1.28394, -1.23503, 0.34187], [-0.26509, 0.48309, -0.22352], [-0.91030, -0.91632, -0.81115], [-1.46128, -0.20738, 0.28443], [-2.75814, 0.60385, 0.17057], [3.00824, 1.06223, 0.19777], [2.44222, 0.52356, -1.39338], [2.09749, 1.99433, -0.76450], [1.19621, 0.41069, 1.42175], [0.34014, -1.65220, 0.50336], [1.50912, -1.38305, -0.63880], [2.07876, -1.56066, 0.93404], [-1.14844, -0.93885, -1.76747], [-1.27399, -0.53938, 1.33282], [-2.69146, 1.14192, -0.78186], [-3.03035, 1.20701, 1.12796], [-3.63945, -0.22539, 0.15613]], "nbo_charge": [-0.67, 0.11, -0.72, -0.29, -0.53, 0.09, -0.64, 0.24, 0.23, 0.28, 0.22, 0.47, 0.44, 0.45, 0.41, 0.18, 0.24, 0.26, 0.24]}

D.
{"formula": "C4H12N3", "method": "ωB97M-V with the def2-TZVPD basis set", "homo_lumo_gap_ha": [0.30327, 0.30320], "charge": 1, "symbols": ["C", "C", "C", "C", "N", "N", "N", "H", "H", "H", "H", "H", "H", "H", "H", "H", "H", "H", "H"], "xyz": [[1.87099, -0.15878, -0.01676], [-0.00397, -2.26767, -0.00596], [-1.41828, 0.42080, 1.24536], [-0.78774, 1.20110, -1.17300], [1.88381, 1.10363, 0.11538], [0.18441, -0.86412, -0.24579], [-0.78154, 0.01485, -0.09128], [2.56142, -0.66719, -0.66540], [0.12636, -2.48624, 0.98099], [-1.11247, -2.59179, -0.23701], [0.67353, -2.81996, -0.65305], [-0.99424, 1.30122, 1.65477], [-2.47167, 0.65204, 1.01767], [-1.39806, -0.31717, 2.00052], [-0.14875, 2.02177, -0.79264], [-0.17726, 0.72104, -1.99733], [-1.72597, 1.56154, -1.46669], [2.73325, 1.63986, -0.02909], [0.98618, 1.53508, 0.35931]], "nbo_charge": [0.30, -0.42, -0.44, -0.40, -0.68, -0.19, -0.21, 0.22, 0.20, 0.25, 0.23, 0.19, 0.23, 0.23, 0.16, 0.23, 0.24, 0.45, 0.43]}

A wins, 342.8 kJ/mol ahead of the next structure.

A.
{"formula": "C4H12N3", "method": "ωB97M-V with the def2-TZVPD basis set", "smiles": "N/C=C(\\[NH3+])CCN", "homo_lumo_gap_ha": 0.33966, "charge": 1, "symbols": ["N", "C", "C", "N", "C", "C", "N", "H", "H", "H", "H", "H", "H", "H", "H", "H", "H", "H", "H"], "xyz": [[2.90485, -0.46345, -0.16310], [1.55163, -0.80863, -0.36266], [0.59777, 0.11675, -0.30722], [1.02087, 1.36852, 0.53756], [-0.85739, 0.18509, -0.74723], [-1.70852, -0.69433, 0.19716], [-3.10917, -0.20204, 0.57155], [3.46291, -0.34229, -1.06210], [3.34162, -1.15819, 0.46248], [1.37291, -1.87931, -0.09090], [0.13979, 1.68545, 0.93072], [1.78917, 1.00646, 1.09838], [1.53410, 2.03094, -0.06971], [-0.98534, -0.26080, -1.74592], [-1.12259, 1.31346, -0.76572], [-2.00168, -1.70672, -0.30940], [-1.18595, -1.01394, 1.13536], [-3.74298, 0.03944, -0.32665], [-3.00198, 0.78360, 1.01741]], "nbo_charge": [-0.89, -0.02, 0.14, -0.72, -0.50, -0.25, -0.81, 0.42, 0.40, 0.23, 0.45, 0.46, 0.45, 0.27, 0.22, 0.23, 0.20, 0.37, 0.34]}

B.
{"formula": "C4H12N3", "method": "ωB97M-V with the def2-TZVPD basis set", "homo_lumo_gap_ha": 0.27628, "charge": 1, "symbols": ["C", "C", "C", "N", "H", "H", "H", "H", "H", "H", "H", "N", "C", "N", "H", "H", "H", "H", "H"], "xyz": [[0.22713, -0.41502, -2.65608], [-0.71508, -0.89459, -1.53531], [-1.53447, -0.08606, -0.80854], [-2.39463, -0.46410, 0.23280], [-0.04589, 0.64694, -2.82989], [1.25930, -0.58097, -2.33286], [0.04229, -1.08363, -3.51702], [-0.62894, -1.98171, -1.31338], [-1.66890, 0.91259, -1.21172], [-2.62804, 0.20363, 0.95211], [-2.16429, -1.34552, 0.72872], [0.39711, 1.18554, 2.29499], [1.14462, 0.67762, 1.33218], [2.31855, 0.12282, 1.58956], [0.77020, 1.21912, 3.22876], [-0.61853, 1.33738, 2.19515], [0.77315, 0.68614, 0.26270], [2.87575, -0.21329, 0.81376], [2.59066, 0.07310, 2.57408]], "nbo_charge": [-0.63, -0.26, -0.07, -0.81, 0.21, 0.20, 0.24, 0.20, 0.20, 0.37, 0.38, -0.72, 0.39, -0.71, 0.42, 0.45, 0.27, 0.45, 0.43]}

B wins, 197.1 kJ/mol ahead of the next structure.

A.
{"formula": "C4H12N3", "method": "ωB97M-V with the def2-TZVPD basis set", "homo_lumo_gap_ha": [0.21599, 0.26943], "charge": 1, "symbols": ["C", "C", "C", "C", "N", "N", "N", "H", "H", "H", "H", "H", "H", "H", "H", "H", "H", "H", "H"], "xyz": [[0.97092, -0.09851, 0.99457], [-0.11006, 0.67090, 1.69304], [0.72047, 0.11214, -0.56706], [-1.08600, -1.31731, -1.43431], [-0.56046, -0.10475, -1.07948], [1.18519, 1.38705, -1.00878], [-1.38675, 0.08506, 1.42988], [1.95507, 0.40828, 1.14812], [1.02300, -1.15404, 1.32450], [-0.04542, 0.74449, 2.82901], [-0.16485, 1.71167, 1.57838], [1.51681, -0.61396, -0.83626], [-2.14288, -1.18921, -1.45916], [-0.99829, -1.38407, -2.56742], [-0.59825, -2.14361, -0.88376], [0.66242, 1.70971, -1.78663], [2.17698, 1.50409, -1.16276], [-1.36600, -0.87606, 1.21313], [-1.75193, 0.54812, 0.57498]], "nbo_charge": [-0.36, -0.29, 0.01, -0.50, -0.10, -0.82, -0.61, 0.26, 0.24, 0.28, 0.25, 0.27, 0.27, 0.32, 0.22, 0.39, 0.40, 0.36, 0.39]}

B.
{"formula": "C4H12N3", "method": "ωB97M-V with the def2-TZVPD basis set", "homo_lumo_gap_ha": 0.32628, "charge": 1, "symbols": ["C", "C", "C", "C", "N", "N", "N", "H", "H", "H", "H", "H", "H", "H", "H", "H", "H", "H", "H"], "xyz": [[1.51084, 1.15546, 1.21828], [0.54075, 0.54723, 0.47133], [1.45914, 2.48630, 1.87924], [1.14307, -1.71950, 0.10312], [-0.18765, -0.66034, -1.37895], [0.61036, -0.60521, -0.29155], [-2.97592, -1.38406, -1.76016], [2.28751, 0.56404, 1.58668], [-0.50070, 0.91686, 0.37968], [0.64346, 2.37089, 2.65573], [2.38431, 2.64814, 2.38118], [1.29768, 3.20520, 1.10696], [1.66036, -1.64645, 1.08935], [1.27028, -2.61814, -0.56020], [-0.30987, 0.26295, -1.82201], [-1.15634, -1.00076, -1.21333], [-3.77854, -1.27080, -1.12163], [-2.82205, -2.35515, -2.07288], [-3.07669, -0.89665, -2.65086]], "nbo_charge": [-0.04, -0.13, -0.66, 0.05, -0.65, -0.09, -1.11, 0.20, 0.22, 0.25, 0.24, 0.25, 0.22, 0.26, 0.38, 0.44, 0.40, 0.39, 0.38]}

B wins, 192.8 kJ/mol ahead of the next structure.